# 1
A 9-piece molecular cluster, C30H80B4F16N5O10 overall, computed with wB97M-V/def2-TZVPD.

XYZ file:
```
145
Properties=species:S:1:pos:R:3:forces:R:3
C -2.8532 4.4255 -2.3336 -0.6 1.5 -0.2
O -2.8582 3.4586 -1.2964 1.4 -1.4 -2.0
C -2.5420 2.1667 -1.9144 -2.0 -0.1 1.1
C -3.8625 1.5055 -2.4503 -1.0 -0.4 1.4
N -5.1413 1.6920 -1.5316 0.7 2.1 -1.3
H -5.7209 0.8652 -1.5057 -0.3 -0.4 -0.3
H -4.8743 1.8345 -0.5680 0.7 0.1 0.8
C -6.0634 2.8811 -1.9185 -0.1 -1.1 0.2
C -7.3069 2.8350 -1.0697 -0.8 0.5 0.8
O -7.9866 1.6296 -1.2843 -1.0 -1.0 -0.8
C -9.2516 1.5169 -0.5377 1.5 -0.2 -0.2
H -3.3711 4.1254 -3.2446 -0.7 -0.3 0.2
H -1.9384 4.7942 -2.7976 1.0 -0.6 0.8
H -3.3009 5.3181 -1.8967 -0.3 0.0 -0.2
H -2.1378 1.5323 -1.1256 -0.1 0.1 0.1
H -1.8456 2.1485 -2.7528 0.2 0.7 0.0
H -3.7562 0.4221 -2.3956 0.3 0.0 -0.4
H -4.1909 1.7901 -3.4500 0.2 0.2 0.1
H -6.3944 2.7262 -2.9454 0.3 -0.1 -0.1
H -5.5590 3.8446 -1.8455 0.3 -0.4 0.2
H -7.9121 3.7005 -1.3395 -0.2 0.2 -0.5
H -7.1760 2.9876 0.0016 0.7 -0.1 0.3
H -9.9468 2.2942 -0.8548 0.3 0.5 0.6
H -8.8767 1.4392 0.4829 -0.9 0.7 0.4
H -9.8068 0.5964 -0.7180 0.7 -0.3 -0.6
C 3.8337 0.3971 -2.3255 1.0 0.7 -0.7
O 3.2310 -0.5368 -3.1449 -1.6 -2.5 -1.6
C 3.4800 -0.4376 -4.5637 -1.0 1.9 0.6
C 2.5088 -1.2332 -5.3903 -1.7 -2.5 0.7
N 1.0362 -0.7513 -5.3951 0.6 -1.0 1.7
H 1.0231 0.2334 -5.6193 -0.1 1.1 -0.1
H 0.4523 -1.2462 -6.0541 0.3 -0.3 -0.6
C 0.2946 -0.8888 -4.0436 0.2 1.7 0.7
C 0.2011 -2.2557 -3.3164 1.4 0.4 -1.7
O 0.0320 -3.3250 -4.2251 -1.0 -0.2 0.1
C -1.3338 -3.3434 -4.6382 -0.3 -0.2 -0.4
H 4.8030 -0.0340 -2.0749 0.2 0.5 0.8
H 3.1831 0.6559 -1.4901 0.2 -0.4 0.1
H 4.0096 1.2926 -2.9215 0.1 0.4 0.2
H 4.5055 -0.6614 -4.8576 0.0 -0.1 0.1
H 3.2238 0.6034 -4.7610 0.7 0.4 -0.5
H 2.3840 -2.2268 -4.9600 0.2 -0.2 0.4
H 2.7631 -1.5582 -6.3991 0.4 1.1 -0.2
H -0.6081 -0.2961 -4.1919 -0.3 -0.5 -0.1
H 0.8725 -0.2575 -3.3685 0.0 0.0 0.0
H -0.5634 -2.2839 -2.5400 0.1 0.5 0.0
H 1.2002 -2.3548 -2.8920 -0.1 -0.4 0.4
H -1.5632 -2.4893 -5.2754 0.0 0.1 -0.2
H -2.0476 -3.2893 -3.8162 0.2 0.0 0.5
H -1.6012 -4.2496 -5.1817 0.6 0.0 -0.1
C 0.3412 2.7277 3.4895 1.4 -0.4 0.0
O -0.5146 3.5861 2.8080 -0.4 0.9 -0.6
C -0.8217 3.2616 1.4809 -1.5 1.6 -0.7
C 0.2779 3.2477 0.3674 0.5 -0.9 1.7
N 1.2181 4.5035 0.3443 -0.6 -1.8 -0.2
H 0.6259 5.2891 0.1159 0.0 0.4 -0.4
H 1.5531 4.6694 1.2826 0.3 -0.1 0.7
C 2.4205 4.3273 -0.5938 -0.8 0.2 0.8
C 3.4339 3.4101 0.0657 0.5 -0.1 -0.7
O 3.6870 3.7564 1.3957 -0.2 -1.6 0.8
C 4.4669 2.6522 1.9724 0.5 1.0 0.5
H 1.3526 3.0632 3.2601 0.4 -0.4 0.3
H 0.2384 1.6916 3.1670 -0.1 -0.2 -0.2
H 0.2322 2.7533 4.5737 -0.3 0.4 -0.1
H -1.5450 4.0191 1.1791 0.0 0.4 0.1
H -1.4864 2.3977 1.4694 0.7 -0.7 -0.5
H -0.1044 3.0495 -0.6339 -0.2 0.5 0.1
H 0.8233 2.3458 0.6451 1.0 0.4 -0.3
H 2.8833 5.2939 -0.7933 -0.5 0.1 0.0
H 1.9457 3.8823 -1.4681 0.6 0.1 -0.3
H 4.3984 3.4970 -0.4347 0.0 0.1 -0.7
H 3.1225 2.3769 -0.0880 -0.2 -0.2 0.5
H 5.4993 2.7033 1.6265 0.0 0.1 -0.6
H 4.0658 1.6664 1.7371 -0.4 0.2 0.0
H 4.5967 2.7693 3.0483 -0.8 0.2 0.0
C 0.4345 -4.9825 3.9910 -0.5 0.6 -0.4
O 0.3123 -4.3536 2.6926 0.5 0.0 0.4
C 0.2746 -5.2257 1.5988 0.2 -0.2 -0.1
C 1.7169 -5.6855 1.1937 0.4 0.9 0.9
N 2.6855 -4.4690 1.1380 -0.9 -1.1 -2.4
H 2.4172 -3.8486 1.8885 -0.6 1.3 0.1
H 3.6497 -4.6897 1.3422 0.4 -0.5 0.0
C 2.6813 -3.9647 -0.3323 0.5 1.0 0.6
C 3.6313 -2.7466 -0.4993 -0.4 -1.0 0.0
O 4.8367 -3.0850 0.1730 -0.4 0.1 0.6
C 5.7767 -2.0432 0.0501 0.9 0.7 0.2
H 0.4166 -4.1543 4.6994 0.3 -0.2 0.0
H 1.3513 -5.5635 4.0906 0.0 0.0 0.0
H -0.4467 -5.5940 4.1853 0.1 -0.2 -0.1
H -0.2925 -4.7449 0.8018 0.5 0.5 -0.2
H -0.3870 -6.0573 1.8414 0.5 -0.6 0.0
H 1.7569 -6.1799 0.2231 0.0 -0.1 0.2
H 2.1982 -6.2747 1.9743 -0.5 -0.5 -0.1
H 1.6318 -3.7868 -0.5668 0.2 0.4 0.0
H 3.0381 -4.7614 -0.9851 0.1 -0.4 0.6
H 3.1008 -1.8588 -0.1552 0.5 0.3 0.4
H 3.9343 -2.6139 -1.5379 -0.7 0.0 -0.4
H 5.4571 -1.1257 0.5442 -0.4 0.1 0.0
H 6.0151 -1.8089 -0.9873 -0.3 -0.1 -0.3
H 6.7377 -2.2700 0.5118 -0.3 -0.7 0.1
C 3.8278 -2.1376 3.9015 -0.8 0.6 -0.7
O 2.3587 -2.2491 3.7526 2.0 -1.5 0.3
C 1.8449 -0.9957 4.0280 -2.5 1.4 0.8
C 0.2693 -1.0716 4.3422 0.9 -0.5 -2.2
N -0.5142 -1.6721 3.1214 1.2 0.0 0.4
H -0.4606 -1.2029 2.2286 0.4 1.8 -0.1
H -0.0252 -2.4972 2.8049 0.1 -1.1 0.5
C -1.9392 -1.9322 3.2951 -1.5 0.5 -0.8
C -2.7259 -1.9292 1.9487 0.8 0.1 0.7
O -2.1209 -2.9344 1.1558 0.0 0.2 -1.3
C -2.2983 -2.6483 -0.2510 0.0 -1.5 0.7
H 4.1173 -1.3251 3.2351 0.2 0.1 -0.1
H 4.3763 -3.0203 3.5727 -0.5 -0.3 0.1
H 4.1409 -1.8478 4.9046 -0.4 -0.2 0.1
H 2.1083 -0.3035 3.2282 -0.4 0.2 -0.2
H 2.2563 -0.5430 4.9302 0.2 -0.1 0.3
H -0.1849 -0.1006 4.5396 0.3 0.0 0.1
H 0.0968 -1.7614 5.1684 0.0 0.1 -0.1
H -2.3625 -1.0696 3.8097 -0.1 -0.4 0.7
H -2.0366 -2.9124 3.7617 -0.4 0.3 0.3
H -2.7444 -0.9945 1.3882 0.7 0.5 0.4
H -3.7902 -2.0240 2.1641 -0.1 -0.8 0.1
H -1.8417 -1.7172 -0.5868 -0.4 0.4 0.4
H -3.3558 -2.8074 -0.4618 -0.1 0.7 -0.3
H -1.7926 -3.4303 -0.8174 0.2 -0.2 0.2
B 0.4568 3.1024 -5.1656 -0.7 -0.4 -0.7
F 1.5134 2.1321 -5.0824 0.4 -0.3 0.5
F 0.6436 4.2112 -4.3645 0.6 0.1 -0.1
F 0.2742 3.3260 -6.5208 0.2 0.6 0.0
F -0.7141 2.4650 -4.7060 -0.6 -0.8 0.6
B -4.6792 1.2849 1.8747 0.2 0.0 2.3
F -5.5171 2.3784 1.9527 -0.2 0.7 -0.5
F -3.5770 1.4936 1.0598 0.8 0.6 -1.5
F -4.1749 0.9718 3.1483 0.2 -0.1 0.3
F -5.3663 0.2071 1.3983 -1.0 -1.4 -1.1
B 0.7407 -0.3573 0.2840 0.0 1.3 -0.6
F 0.7457 -1.6976 0.3650 0.2 -3.3 -0.7
F -0.2664 0.0581 1.0701 -2.6 1.2 2.1
F 1.9104 0.1184 0.7404 2.7 0.9 1.0
F 0.5072 0.2194 -0.9371 -0.2 -0.2 -2.2
B 2.7775 2.4386 6.4854 1.4 0.7 1.6
F 2.7741 2.0014 5.1842 -0.8 -0.6 -2.0
F 1.6548 2.2868 7.2221 -2.8 -0.5 0.1
F 3.7110 1.6562 7.1451 1.6 -0.7 0.4
F 3.0961 3.7856 6.5269 0.5 0.9 -0.5
```
Forces are in eV/Å.

Computed properties:
* Kohn-Sham gap: 8.616 eV
* LUMO level: -2.489 eV
* ΔE to the lowest compared entry with this formula, charge and spin: 13.5 kcal/mol
* HOMO energy: -11.1 eV
* net charge: +1
* total energy: -3914.86658 Ha
* strongest force on any atom: 3.50 eV/A

---

# 2
A 10-piece molecular cluster, C30H80O10 overall, computed with wB97M-V/def2-TZVPD.

XYZ file:
```
120
Properties=species:S:1:pos:R:3:forces:R:3
C -0.1441 -4.2664 -2.6532 -1.2 -0.9 0.2
C -0.5181 -5.7335 -2.9926 0.6 0.1 -0.6
C -0.5425 -6.6869 -1.8059 0.4 0.3 -0.2
O -1.6963 -5.8121 -3.7803 -1.0 1.0 0.3
H -0.0564 -3.7200 -3.5923 0.3 0.1 0.2
H 0.7478 -4.2479 -2.0268 0.3 0.0 -0.4
H -0.9152 -3.7982 -2.0414 -0.2 0.1 -0.1
H 0.2583 -6.0042 -3.7082 0.6 -0.5 0.3
H -1.1898 -6.3633 -0.9908 0.1 0.3 0.0
H 0.4982 -6.7477 -1.4875 -0.1 -0.2 0.5
H -0.8805 -7.6882 -2.0726 0.1 0.0 -0.2
H -1.8206 -6.7010 -4.1210 0.2 -0.1 0.1
C -5.0478 -1.5922 1.8457 0.1 0.7 -0.9
C -5.3706 -0.3418 2.6956 0.4 -2.4 -0.5
C -5.8388 0.8757 1.9498 -0.1 -0.4 0.4
O -6.4694 -0.7319 3.5339 0.2 0.4 0.3
H -4.2315 -1.3593 1.1619 0.1 -0.1 -0.1
H -5.8996 -1.8776 1.2284 -0.2 0.2 -0.1
H -4.7837 -2.5148 2.3625 0.2 0.3 0.6
H -4.4706 -0.1386 3.2759 0.0 0.2 0.4
H -5.1553 1.3707 1.2600 0.3 -0.3 0.2
H -6.0502 1.5158 2.8064 -0.6 0.6 -0.6
H -6.7181 0.5304 1.4059 -0.3 0.6 0.1
H -6.4687 -1.6919 3.5422 -0.1 0.0 0.2
C 1.4986 3.7387 -4.2338 2.1 -0.4 0.5
C 0.7461 2.4413 -4.4566 -1.9 3.0 2.1
C -0.7000 2.7639 -4.7220 -2.1 -0.3 -1.1
O 1.2987 1.7329 -5.4950 0.2 -0.9 -0.3
H 1.7461 4.2003 -5.1897 -0.1 0.1 0.1
H 2.4276 3.4586 -3.7371 0.7 -0.3 -0.6
H 1.2520 4.4897 -3.4832 -1.5 -0.1 -0.3
H 0.6716 1.8975 -3.5149 0.8 -0.4 0.2
H -0.9261 3.1096 -5.7307 0.6 0.4 -0.2
H -1.2421 3.4442 -4.0652 0.6 0.2 0.4
H -1.3355 1.8785 -4.7065 0.1 -0.6 0.3
H 0.7081 0.9772 -5.4556 0.4 -0.7 -0.9
C 1.8147 -2.9068 0.6144 0.3 -0.1 0.4
C 1.4854 -2.9459 2.1064 1.4 0.0 0.9
C 0.4259 -3.9975 2.4675 -0.5 1.9 -0.7
O 2.6894 -3.2842 2.8527 0.6 -0.3 -0.9
H 2.6984 -2.3213 0.3608 0.3 -0.1 0.5
H 1.0593 -2.3517 0.0581 -0.4 -0.6 0.0
H 1.9854 -3.9302 0.2802 -0.2 0.0 -0.4
H 1.3485 -1.9003 2.3820 -1.2 0.0 0.2
H 0.0421 -3.9059 3.4835 0.6 -0.4 0.3
H 0.8054 -4.9781 2.1801 -0.2 0.0 0.2
H -0.4583 -3.7012 1.9031 -0.2 -0.6 -0.5
H 2.6240 -3.0722 3.7868 -0.4 0.1 -0.1
C 5.5197 0.4470 1.8232 -1.3 -0.1 0.5
C 4.0256 0.2587 1.4038 1.3 2.1 1.0
C 3.1232 1.4641 1.8770 0.3 -0.7 0.0
O 4.0185 0.1868 -0.0272 -0.6 -0.3 0.5
H 5.8441 1.4754 1.6643 0.1 -0.1 -0.4
H 6.1658 -0.2865 1.3408 0.0 0.2 -0.1
H 5.5688 0.2829 2.8996 0.1 -0.1 0.1
H 3.6469 -0.6029 1.9536 -0.2 -0.6 -0.7
H 3.3902 2.4456 1.4854 0.2 -0.3 -0.6
H 3.1146 1.6473 2.9515 0.3 -0.5 0.2
H 2.0927 1.2129 1.6257 -0.1 0.2 -0.3
H 3.2209 0.6652 -0.2648 -0.3 0.1 -0.5
C 3.9322 -1.0404 -4.0014 1.7 -1.6 -1.5
C 3.2863 -2.1931 -3.2242 0.8 1.0 -0.2
C 4.1376 -2.9999 -2.2698 1.1 -1.7 -1.8
O 2.5210 -1.5085 -2.3445 -4.0 2.1 2.6
H 4.4636 -0.3873 -3.3091 -0.2 0.1 0.1
H 3.3299 -0.4806 -4.7169 -0.7 0.0 0.6
H 4.6969 -1.4470 -4.6632 0.5 -0.1 -0.1
H 2.5758 -2.7925 -3.7934 0.4 -0.3 -0.4
H 4.8604 -2.4187 -1.6971 -0.3 0.2 0.1
H 4.7142 -3.7196 -2.8509 0.4 -0.2 0.1
H 3.4734 -3.6051 -1.6527 0.1 0.3 0.2
H 3.1193 -0.9831 -1.8081 0.1 0.1 0.4
C 1.6702 4.7565 0.7261 0.7 0.0 -0.1
C 2.1306 5.6541 1.8016 1.1 1.8 2.2
C 3.6343 5.9263 2.0378 -0.3 0.1 -0.9
O 1.4477 6.9219 1.7752 -0.5 -0.2 0.3
H 0.7571 4.3193 1.1300 -0.1 -0.2 -0.9
H 2.4604 4.0170 0.5957 -0.4 -0.3 -0.4
H 1.5589 5.3821 -0.1595 -0.3 -0.5 -0.3
H 1.8463 5.1983 2.7499 -0.4 0.2 0.2
H 4.1440 6.2832 1.1428 0.1 -0.4 -0.4
H 4.1083 5.0220 2.4197 0.2 0.1 -0.1
H 3.7777 6.7632 2.7213 -0.3 -0.3 0.4
H 1.6999 7.4264 0.9983 0.2 -0.1 -0.2
C -2.0361 5.2766 2.1680 0.9 0.5 0.2
C -2.6377 6.6746 2.1254 -1.5 0.3 -0.3
C -3.1092 7.0501 3.5282 2.3 0.1 0.6
O -1.8852 7.7085 1.4256 -1.0 -1.1 0.5
H -1.7423 4.8055 1.2300 -0.2 0.4 -0.2
H -2.6683 4.5741 2.7111 -0.1 0.2 0.0
H -1.1322 5.4448 2.7534 0.4 -0.6 0.1
H -3.6225 6.6231 1.6611 0.3 0.1 -1.1
H -3.3792 8.1040 3.5955 -1.0 -0.3 -0.1
H -2.2597 7.0027 4.2096 0.5 0.0 0.2
H -3.7165 6.2461 3.9439 -0.9 0.6 -0.3
H -0.9954 7.7866 1.7776 0.3 -0.3 0.3
C -2.7214 -5.8362 1.8832 1.6 -0.4 -0.1
C -3.5380 -5.0378 0.8858 -1.1 0.6 1.6
C -2.8485 -3.8111 0.3354 0.7 0.7 -0.2
O -4.0865 -5.9195 -0.0323 0.1 -0.7 -1.6
H -1.7734 -6.0771 1.4023 0.6 0.6 0.0
H -2.9372 -6.8771 2.1242 -1.5 0.2 -0.1
H -2.5194 -5.3293 2.8268 0.0 0.2 -0.1
H -4.4068 -4.6007 1.3778 -0.2 0.0 0.6
H -3.4708 -3.1531 -0.2712 -0.4 -0.5 -0.4
H -1.9216 -3.9898 -0.2096 0.0 -0.3 0.0
H -2.6020 -3.1061 1.1294 0.2 -0.3 0.4
H -3.8955 -5.5971 -0.9161 -0.1 -0.1 -0.2
C -1.0327 -0.5462 -0.3688 -0.4 -0.9 -1.1
C -0.4894 0.7934 -0.9145 -0.3 -1.2 1.8
C -0.9163 1.8562 0.0310 -0.3 2.3 0.4
O 0.9310 0.7638 -0.9575 -0.2 0.1 -0.2
H -0.7057 -0.8993 0.6092 0.1 0.8 0.3
H -0.7885 -1.4127 -0.9833 0.4 0.1 -0.6
H -2.1206 -0.5762 -0.4286 -0.2 0.4 0.4
H -0.9496 1.0174 -1.8768 0.2 -0.2 -0.4
H -1.9807 2.0840 -0.0266 -0.2 -0.5 0.0
H -0.5009 2.8272 -0.2386 0.4 0.1 -0.4
H -0.6452 1.7846 1.0843 0.1 -0.8 0.0
H 1.1249 -0.0569 -1.4162 0.5 -0.3 -0.4
```
Forces are in eV/Å.

Computed properties:
* Kohn-Sham gap: 10.286 eV
* LUMO level: 0.351 eV
* ΔE to the lowest compared entry with this formula, charge and spin: 113.4 kcal/mol
* HOMO energy: -9.9 eV
* total energy: -1943.24196 Ha
* strongest force on any atom: 5.23 eV/A
* SMILES: CC(C)O.CC(C)O.CC(C)O.CC(C)O.CC(C)O.CC(C)O.CC(C)O.CC(C)O.CC(C)O.CC(C)O